(1)
This record from OMol25 describes 5 unconnected molecules or ions with the total composition C3H19N2O4 at a distorted geometry. The level of theory is ωB97M-V/def2-TZVPD.

ORCA input file:
```
! RIJCOSX wB97M-V def2-TZVPD def2/J DEFGRID3
* xyz 1 1
N -0.458 -0.220 -0.760
C -0.455 -0.030 0.767
C 0.386 1.271 1.169
N 1.132 0.892 2.418
C 2.578 1.128 2.518
H -0.645 0.514 -1.273
H 0.547 -0.477 -1.130
H -0.916 -1.141 -1.067
H -1.522 0.018 1.196
H -0.100 -0.945 1.230
H 1.212 1.402 0.444
H -0.306 2.110 1.323
H 0.657 1.385 3.331
H 3.045 0.147 2.231
H 2.816 1.318 3.647
H 3.112 2.026 1.918
H -1.027 0.948 -3.932
H -0.152 -0.260 -4.222
O -0.637 0.137 -3.469
H 3.192 -2.177 -2.053
H 2.871 -2.329 -0.568
O 2.597 -1.850 -1.371
H -2.815 0.930 -0.644
H -4.166 0.932 -1.324
O -3.263 0.841 -1.509
H -3.246 -1.927 0.327
H -2.117 -2.805 0.343
O -2.319 -1.836 0.460
*
```

Output
ΔE to the lowest compared entry with this formula, charge and spin   57.8 kcal per mole
LUMO energy   -2.8 eV
Gap between HOMO and LUMO   9.16 eV
HOMO energy   -11.979 eV
Total energy   -14581.461 eV

***

(2)
This record from OMol25 describes a molecular structure, C6H7N at a distorted geometry. The level of theory is ωB97M-V/def2-TZVPD.

ORCA input file:
```
! RIJCOSX wB97M-V def2-TZVPD def2/J DEFGRID3
* xyz 0 3
C 1.010 1.248 1.149
C -1.373 0.804 0.056
C 0.173 0.999 0.006
C 2.039 0.409 0.435
C 1.218 0.478 -0.893
C -2.412 -0.139 0.469
N -1.030 1.860 -0.420
H 3.121 0.960 0.446
H 2.202 -0.556 0.953
H 1.084 -0.476 -1.424
H 1.481 1.022 -1.767
H -2.193 -0.994 -0.210
H -3.465 0.113 0.257
H -2.086 -0.339 1.536
*
```

Output
ΔE to the lowest compared entry with this formula, charge and spin   56.8 kcal per mole
LUMO energy (alpha / beta)   0.9 / -0.9 eV
Gap between HOMO and LUMO (alpha / beta)   7.80 / 8.50 eV
HOMO energy (alpha / beta)   -6.862 / -9.376 eV
Total energy   -7817.826 eV
<S²>   2.01

***

(3)
This record from OMol25 describes C7H5N3O2 in the gas phase at a distorted geometry. The level of theory is ωB97M-V/def2-TZVPD.

ORCA input file:
```
! RIJCOSX wB97M-V def2-TZVPD def2/J DEFGRID3
* xyz 0 1
C 1.969 0.555 -0.038
C 0.837 1.226 0.040
C -0.471 0.642 0.113
C -2.669 0.545 -0.053
C -2.602 -0.868 0.061
C -0.441 -0.719 0.090
C 2.028 -0.911 -0.038
H 3.059 2.069 -0.058
H 0.801 2.344 0.064
H -3.564 1.134 -0.235
H -3.500 -1.483 -0.017
H 0.647 -2.411 0.185
N -1.635 1.297 -0.016
N -1.451 -1.518 -0.070
N 0.790 -1.438 -0.016
O 3.175 1.121 -0.009
O 3.028 -1.584 -0.002
*
```

Output
SMILES   O=c1[nH]c2nccnc2cc1O
ΔE to the lowest compared entry with this formula, charge and spin   11.2 kcal per mole
LUMO energy   -0.3 eV
Gap between HOMO and LUMO   8.51 eV
HOMO energy   -8.832 eV
Total energy   -15905.016 eV

***

(4)
This record from OMol25 describes a molecular structure, C3H5N3. The level of theory is ωB97M-V/def2-TZVPD.

ORCA input file:
```
! RIJCOSX wB97M-V def2-TZVPD def2/J DEFGRID3
* xyz 0 1
N 0.845 1.211 0.216
C 0.859 -0.116 -0.121
C -0.055 -0.451 -1.127
N -1.179 -0.835 -0.495
N -0.782 -1.331 0.836
C 0.428 -0.949 1.014
H -0.478 1.235 0.383
H 0.875 1.804 -0.620
H -0.152 0.049 -2.085
H -1.316 0.503 0.054
H 0.954 -1.120 1.946
*
```

Output
ΔE to the lowest compared entry with this formula, charge and spin   160.3 kcal per mole
LUMO energy   -0.4 eV
Gap between HOMO and LUMO   8.71 eV
HOMO energy   -9.100 eV
Total energy   -7655.506 eV

***

(5)
This record from OMol25 describes 2 unconnected molecules or ions with the total composition C4H13NOS2 at a distorted geometry. The level of theory is ωB97M-V/def2-TZVPD.

ORCA input file:
```
! RIJCOSX wB97M-V def2-TZVPD def2/J DEFGRID3
* xyz 0 1
S -0.142 -1.018 2.570
S -0.890 -1.341 0.737
C 0.200 -0.697 -0.533
C -0.513 0.531 -1.119
C 0.119 1.744 -0.422
N -0.116 0.562 -2.578
C -1.066 1.104 -3.504
H -0.533 0.265 2.922
H 0.347 -1.475 -1.298
H 1.208 -0.455 -0.148
H -1.594 0.410 -1.174
H 1.182 1.671 -0.545
H -0.049 1.745 0.655
H -0.234 2.729 -0.801
H 0.808 0.955 -2.677
H -0.704 0.923 -4.530
H -1.172 2.202 -3.446
H -2.119 0.812 -3.486
H 3.066 0.033 0.861
H 2.405 0.467 2.205
O 2.912 0.773 1.445
*
```

Output
SMILES   CN[C@H](C)CSS.O
ΔE to the lowest compared entry with this formula, charge and spin   27.5 kcal per mole
LUMO energy   0.4 eV
Gap between HOMO and LUMO   9.03 eV
HOMO energy   -8.596 eV
Total energy   -29566.190 eV

***

(6)
This record from OMol25 describes C5H3ClN2 in the gas phase at a distorted geometry. The level of theory is ωB97M-V/def2-TZVPD.

ORCA input file:
```
! RIJCOSX wB97M-V def2-TZVPD def2/J DEFGRID3
* xyz 0 1
C 0.044 -0.620 0.288
C 1.642 0.856 0.192
C 0.348 0.527 -0.309
C -0.525 1.373 -1.303
C -1.275 1.990 -2.039
H 1.210 -1.879 1.427
H 2.040 1.795 0.099
H -1.610 2.605 -3.015
N 1.035 -0.941 1.067
N 2.172 -0.162 0.966
Cl -1.500 -1.151 0.370
*
```

Output
SMILES   C#Cc1cn[nH]c1Cl
ΔE to the lowest compared entry with this formula, charge and spin   27.9 kcal per mole
LUMO energy   0.7 eV
Gap between HOMO and LUMO   10.00 eV
HOMO energy   -9.258 eV
Total energy   -20732.283 eV